The following is a quantum chemistry calculation of a molecular structure, C31H42AlBr2N2NaO11PSi2 in a non-equilibrium geometry, from OMol25.

As for the LUMO energy: -4.05 eV. Its net charge is +1. As for the total energy: -8616.39968 Eh. The HOMO energy comes out at -9.49 eV.

Structure (XYZ):
```
93
C31H42AlBr2N2NaO11PSi2 ωB97M-V/def2-TZVPD
C -3.00 -2.79 2.00
O -2.35 -1.56 1.62
C -1.88 -0.86 2.67
O -1.40 -1.38 3.65
C -1.88 0.66 2.64
C -0.65 1.29 2.83
O 0.48 0.55 3.00
C -0.60 2.64 2.87
N -1.72 3.36 2.72
C -1.58 4.83 2.81
C -1.89 5.22 4.28
O -0.97 5.38 5.04
C -2.90 2.78 2.52
Br -4.47 3.84 2.29
C -3.03 1.41 2.47
C -4.38 0.75 2.28
C -5.16 0.85 3.62
C -6.66 0.76 3.46
C -7.30 0.28 2.33
C -8.68 0.22 2.31
C -9.42 0.61 3.39
C -8.80 1.12 4.52
C -7.42 1.19 4.52
H -3.18 -3.33 1.07
H -3.97 -2.55 2.45
H -2.38 -3.43 2.63
H 0.91 0.50 2.13
H 0.34 3.16 3.02
H -0.57 5.12 2.53
H -2.26 5.33 2.11
H -2.95 5.32 4.58
H -4.93 1.28 1.49
H -4.23 -0.28 1.97
H -4.84 1.70 4.23
H -4.86 -0.05 4.20
H -6.71 -0.04 1.48
H -9.22 -0.15 1.45
H -10.51 0.53 3.40
H -9.36 1.43 5.42
H -6.93 1.59 5.41
O 2.90 -1.79 -2.79
Si 1.44 -1.30 -2.13
C 0.11 -1.31 -3.44
C 1.58 0.41 -1.43
C 0.93 -2.46 -0.76
Si 3.96 -1.33 -3.95
C 5.42 -2.53 -4.00
C 4.63 0.37 -3.63
C 3.14 -1.35 -5.63
H 0.32 -0.56 -4.21
H -0.86 -1.08 -3.00
H 0.04 -2.29 -3.93
H 2.39 0.47 -0.70
H 0.63 0.68 -0.93
H 1.77 1.15 -2.21
H 1.67 -2.48 0.04
H 0.81 -3.49 -1.13
H -0.02 -2.14 -0.34
H 5.95 -2.54 -3.04
H 6.13 -2.23 -4.78
H 5.07 -3.54 -4.22
H 3.83 1.11 -3.69
H 5.40 0.63 -4.36
H 5.07 0.43 -2.63
H 2.35 -0.59 -5.68
H 2.68 -2.32 -5.84
H 3.86 -1.14 -6.42
C 7.59 4.31 -5.81
C 7.21 3.11 -5.37
C 8.20 2.06 -5.05
O 7.85 0.96 -4.65
C 9.63 2.38 -5.24
C 10.02 3.58 -5.68
C 9.02 4.64 -6.00
O 9.37 5.72 -6.40
H 6.88 5.09 -6.05
H 6.17 2.85 -5.22
H 10.34 1.60 -5.00
H 11.06 3.84 -5.82
Br -1.29 1.54 -0.02
Na 5.41 -5.11 -3.52
O -10.89 -0.57 7.07
P -10.85 -1.69 6.03
O -9.41 -1.90 5.60
O -11.70 -1.26 4.84
O -11.41 -2.99 6.60
Al -9.60 3.07 5.52
C 7.67 -8.11 0.37
C 7.91 -7.44 -0.91
N 8.11 -6.92 -1.92
H 6.67 -8.55 0.37
H 8.41 -8.90 0.52
H 7.74 -7.39 1.18
```